Entry 1:
102
Properties=species:S:1:pos:R:3:forces:R:3:mulliken_charge:R:1 method="wB97M-V/def2-TZVPD" total_charge=-1 e_tot_ev=-1301637.379
C 1.5701 3.5046 1.4521 1.46 0.00 0.48 -1.175
C 1.6667 2.4859 0.6461 -0.44 -1.87 -0.69 -0.195
P 2.6873 0.8680 1.0064 -0.75 -1.01 -0.41 0.960
C 1.0895 -0.2752 1.1671 0.75 0.18 0.55 -1.287
C 0.1042 0.2351 2.2084 -0.53 -0.29 -0.65 0.258
C -1.3170 0.5947 1.7335 0.13 -0.01 0.16 1.859
C -1.4671 0.9790 0.2850 -0.70 -0.18 0.23 -1.082
C -2.3084 -0.4912 2.1140 0.62 0.65 0.25 -1.862
B 3.9179 -0.6669 1.3155 0.33 0.69 -0.47 1.164
O 3.9315 -1.8306 0.5238 -0.30 0.06 -0.03 -0.475
O 4.8227 -0.5783 2.3713 0.62 -0.65 -4.33 -0.756
H 1.3400 3.2981 2.4791 1.85 0.33 0.40 -0.045
H 1.7149 4.5138 1.1248 -0.07 -0.28 -0.31 0.571
H 1.1891 2.5620 -0.3225 1.17 0.23 -1.11 0.443
H 2.7536 0.6097 -0.4378 0.01 0.54 0.35 -0.618
H 3.8877 1.7373 0.9773 0.16 0.27 -0.09 -0.088
H 2.6384 1.0879 2.4707 -0.53 -0.04 -0.33 -0.712
H 1.4828 -1.2150 1.5464 0.16 -0.46 -0.02 0.447
H 0.6622 -0.5080 0.2024 -0.22 0.12 -0.41 0.190
H -0.0167 -0.5363 2.9529 -0.07 -0.31 0.55 0.527
H 0.5063 1.0721 2.7532 0.46 0.56 0.05 -0.801
H -1.6256 1.4540 2.3109 -0.15 0.40 0.25 -0.280
H -2.5081 1.2288 0.1247 -0.51 0.26 -0.11 0.591
H -1.2872 0.1351 -0.3542 0.44 -0.33 -0.48 0.060
H -0.9041 1.8422 -0.0040 0.60 0.28 -0.17 -0.274
H -2.2469 -0.6036 3.1825 -0.02 -0.07 -0.06 -0.042
H -2.0386 -1.4353 1.6671 -0.03 -0.45 -0.43 0.496
H -3.3142 -0.1840 1.8834 -0.58 -0.14 -0.34 0.442
H 3.6505 -2.5905 1.0328 0.13 -0.51 0.10 0.210
H 4.7075 -1.3166 2.9687 0.81 -0.89 -0.66 0.209
Br 2.2825 -0.5370 -2.6944 -0.11 -0.28 -0.46 -0.128
C 3.5782 -1.9733 -2.8144 -0.08 0.35 0.11 -0.437
C 4.3513 -1.9260 -4.1027 0.08 -0.23 0.00 -0.585
Br 3.2976 -2.5854 -5.6084 -0.01 0.03 -0.06 -0.196
H 3.0335 -2.9013 -2.6826 0.03 -0.08 -0.04 0.372
H 4.2406 -1.8238 -1.9652 0.03 -0.03 0.05 0.129
H 5.2150 -2.5853 -4.0540 0.00 -0.03 0.00 0.410
H 4.6756 -0.9253 -4.3647 -0.06 0.07 -0.01 0.366
Br -2.2768 1.7740 -3.6372 0.02 0.30 -0.19 -0.155
C -3.1085 0.1269 -4.2336 -0.03 0.23 0.24 -0.491
C -3.0975 -0.8409 -3.0842 0.02 -0.53 0.01 -0.351
Br -1.3128 -1.5369 -2.7780 0.03 -0.06 -0.02 -0.124
H -2.5557 -0.2158 -5.1012 0.06 -0.13 0.03 0.386
H -4.1273 0.3679 -4.5298 -0.03 0.05 0.07 0.295
H -3.7179 -1.7096 -3.2882 -0.07 0.05 -0.04 0.034
H -3.4131 -0.3845 -2.1518 -0.03 0.10 -0.01 0.355
Br 1.8793 2.5512 4.7744 -0.09 0.01 0.88 -0.084
C 3.8109 2.5262 4.9943 -0.06 -0.11 -0.24 -0.353
C 4.4581 1.5979 4.0003 0.43 0.10 0.15 0.501
Br 4.2332 -0.2632 4.5204 -1.56 1.34 5.72 -0.228
H 4.0114 2.2523 6.0238 0.00 -0.03 0.05 0.399
H 4.1308 3.5514 4.8272 0.07 0.00 -0.07 0.123
H 5.5326 1.7600 3.9752 0.08 -0.01 0.08 0.321
H 4.0527 1.6972 2.9965 0.08 -0.02 0.11 -0.457
Br 4.7885 6.3653 6.2256 0.03 -0.05 0.07 -0.123
C 6.7236 6.3671 6.4278 -0.23 0.19 -0.15 -0.569
C 7.3822 5.4400 5.4436 0.17 -0.22 0.13 -0.614
Br 7.1842 3.5800 5.9744 -0.01 0.02 -0.04 -0.126
H 6.9329 6.1038 7.4580 0.04 -0.06 0.03 0.363
H 7.0303 7.3942 6.2466 0.05 0.01 -0.03 0.328
H 8.4543 5.6169 5.4120 0.02 0.05 0.02 0.353
H 6.9732 5.5274 4.4436 -0.07 0.04 -0.03 0.381
Br 5.4315 0.3429 -7.6566 -0.05 0.00 0.04 -0.126
C 4.4442 -0.7916 -8.8863 0.24 0.03 0.07 -0.541
C 4.0206 -0.0400 -10.1189 -0.27 -0.03 -0.03 -0.571
Br 2.5045 1.1269 -9.7657 0.07 0.04 -0.02 -0.133
H 3.6093 -1.2013 -8.3289 -0.05 0.01 0.01 0.300
H 5.1302 -1.5933 -9.1483 0.00 -0.02 -0.05 0.335
H 3.6768 -0.7313 -10.8844 0.01 -0.05 0.01 0.340
H 4.8094 0.5836 -10.5231 0.07 0.01 0.02 0.377
Br -2.8597 -1.8030 5.1220 -0.26 -0.41 0.77 -0.123
C -3.4827 -3.5422 4.5195 0.25 0.16 0.07 -0.634
C -3.7946 -3.5423 3.0475 -0.20 -0.12 -0.05 -0.232
Br -5.4834 -2.6534 2.6697 0.09 0.06 0.09 -0.130
H -4.3410 -3.7981 5.1303 -0.07 -0.03 -0.02 0.366
H -2.6670 -4.2285 4.7339 0.02 -0.04 -0.05 0.385
H -3.9195 -4.5607 2.6866 0.01 -0.04 0.02 0.362
H -3.0380 -3.0401 2.4548 0.00 0.02 0.05 0.132
Br -7.1982 -2.6423 -2.9678 0.07 0.11 -0.13 -0.129
C -7.2282 -2.7189 -4.9104 -0.18 -0.08 0.23 -0.623
C -6.4213 -3.8710 -5.4452 0.20 0.11 -0.17 -0.551
Br -4.5125 -3.5304 -5.3281 0.02 -0.07 -0.01 -0.116
H -6.8716 -1.7559 -5.2574 0.07 -0.01 -0.10 0.346
H -8.2745 -2.8359 -5.1816 -0.02 -0.03 -0.02 0.378
H -6.6299 -4.0131 -6.5028 -0.02 0.02 -0.03 0.336
H -6.5990 -4.7997 -4.9155 -0.10 0.01 0.08 0.360
Br -0.8551 4.0011 2.5417 -1.43 0.77 0.33 -0.015
C -0.2678 5.5707 1.5549 -0.81 0.81 0.60 -0.423
C -1.1821 5.8235 0.3916 0.16 0.04 -0.05 -0.634
Br -0.7635 4.5335 -0.9921 -0.25 0.04 -0.45 -0.099
H 0.7560 5.3899 1.2432 -0.94 0.55 0.17 0.025
H -0.2901 6.3906 2.2693 -0.18 0.11 0.01 0.442
H -1.0113 6.8030 -0.0494 0.07 0.04 0.05 0.382
H -2.2309 5.7198 0.6451 -0.04 -0.07 -0.01 0.376
Br -7.3124 -4.4043 0.0002 -0.14 -0.17 -0.03 -0.082
C -7.4788 -5.6648 1.4684 0.18 0.14 -0.19 -0.617
C -8.4320 -6.7804 1.1370 -0.16 -0.03 0.21 -0.580
Br -10.2864 -6.1996 1.2482 0.01 -0.01 -0.07 -0.150
H -7.7795 -5.0945 2.3399 -0.03 -0.02 0.05 0.399
H -6.4762 -6.0565 1.6232 0.00 -0.06 0.02 0.289
H -8.3416 -7.5857 1.8620 0.03 0.00 0.03 0.367
H -8.2858 -7.1749 0.1385 0.04 0.03 -0.06 0.382

Entry 2:
35
Properties=species:S:1:pos:R:3:forces:R:3:mulliken_charge:R:1 method="wB97M-V/def2-TZVPD" e_tot_ev=-38540.001
Pd 0.5658 -2.5138 -0.1597 -0.18 1.61 -0.07 0.399
N 4.3971 -0.6928 -0.6648 0.03 0.08 -0.04 -0.417
C 3.0914 -1.0042 -0.5142 -0.09 -0.10 -0.02 0.710
S 2.6889 -2.7043 -0.6710 0.71 -0.11 0.06 -0.488
N 2.2662 -0.0221 -0.2709 -0.03 -0.02 -0.05 -0.971
N 0.9784 -0.4536 -0.1266 0.09 -0.40 -0.18 0.381
C 0.0471 0.4127 0.0310 -0.15 0.09 0.11 -0.072
C 0.2822 1.8774 0.0689 0.00 -0.03 0.00 -0.107
C 1.0842 2.4432 1.0545 0.00 0.01 0.00 -0.164
C 1.2785 3.8147 1.0873 0.00 -0.01 0.00 -0.675
C 0.6861 4.6268 0.1296 0.00 0.01 0.00 -0.383
C -0.1068 4.0652 -0.8601 0.00 0.00 0.00 -0.695
C -0.3145 2.6938 -0.8867 0.02 0.02 0.01 -0.066
C -1.3268 -0.1277 0.1779 0.12 0.03 -0.07 0.626
C -2.4099 0.6711 0.5066 -0.07 -0.03 -0.03 -0.315
C -3.6622 0.0803 0.6126 -0.02 0.04 0.00 -0.586
C -3.7961 -1.2749 0.3846 0.02 -0.03 -0.03 -0.641
C -2.6592 -2.0151 0.0802 -0.02 0.14 0.02 -0.228
N -1.4619 -1.4493 -0.0141 0.15 -0.57 0.22 -0.147
H 5.0291 -1.3903 -1.0127 -0.01 0.00 0.01 0.201
H 4.6313 0.2776 -0.7905 0.02 -0.02 0.02 0.239
H 1.5601 1.8041 1.7859 0.00 0.00 0.00 0.431
H 1.8991 4.2507 1.8592 0.00 0.00 0.00 0.381
H 0.8445 5.6971 0.1542 0.00 0.00 0.00 0.397
H -0.5651 4.6932 -1.6128 0.00 0.00 0.00 0.384
H -0.9355 2.2538 -1.6578 0.00 0.00 0.00 0.482
H -2.2773 1.7293 0.6769 0.03 -0.01 0.00 0.444
H -4.5232 0.6834 0.8702 0.00 0.00 0.00 0.429
H -4.7558 -1.7677 0.4482 0.00 0.00 0.00 0.397
H -2.6924 -3.0827 -0.1012 -0.05 0.01 0.01 0.543
O -1.5355 -4.7354 -0.7710 0.02 0.12 0.00 -0.455
N -0.8068 -4.3994 0.1704 -0.20 -0.86 0.01 -0.058
C 0.5531 -4.5892 -0.0058 -0.46 0.36 0.00 -0.751
H 0.8644 -5.1104 -0.9068 0.02 -0.17 0.06 0.437
H 1.0816 -4.7414 0.9284 0.06 -0.14 -0.05 0.340

Entry 3:
83
Properties=species:S:1:pos:R:3:forces:R:3:mulliken_charge:R:1 method="wB97M-V/def2-TZVPD" s_squared=0.759 spin_multiplicity=2 total_charge=+4 e_tot_ev=-52903.603
Ir -0.1860 0.1164 1.6028 -1.91 -2.65 3.55 2.775
C -2.6596 -0.1952 3.5556 0.13 -0.25 0.60 -0.704
C -1.6393 -1.2739 3.8171 -0.64 -0.45 0.01 -0.664
N -0.2678 -0.7490 3.7006 0.07 0.62 -1.87 -0.477
C 0.1571 0.1736 4.7807 0.11 0.60 0.08 -0.639
C 0.7782 1.4367 4.2002 0.37 -0.45 0.35 -0.931
N -0.0029 1.9218 3.0487 0.55 -0.67 -2.09 -0.379
C -1.3132 2.5152 3.4022 -0.57 -0.07 -0.02 -0.840
C -2.3822 2.0156 2.4538 0.02 0.61 -0.02 -0.224
N -2.3112 0.5500 2.3195 1.89 -0.45 -0.91 -0.489
H -2.7110 0.5062 4.3856 -0.05 0.07 -0.04 0.284
H -3.6442 -0.6567 3.4722 -0.03 0.11 -0.13 0.567
H -1.7375 -2.0563 3.0642 0.07 -0.06 0.09 0.152
H -1.8233 -1.7075 4.8045 0.18 -0.05 -0.02 0.580
H 0.3605 -1.5512 3.6801 0.04 0.03 -0.28 0.403
H 0.9007 -0.2971 5.4254 -0.13 -0.15 -0.03 0.476
H -0.7031 0.4136 5.4041 -0.03 -0.08 -0.02 0.345
H 1.7920 1.2301 3.8540 -0.01 0.05 -0.04 0.453
H 0.8466 2.1918 4.9884 -0.03 0.11 -0.14 0.433
H 0.5570 2.6141 2.5571 -0.02 0.11 0.15 0.393
H -1.2842 3.6046 3.3626 0.16 -0.01 0.00 0.543
H -1.5557 2.2531 4.4305 0.10 0.01 0.02 0.317
H -2.2150 2.4413 1.4640 -0.16 -0.06 0.06 -0.312
H -3.3653 2.3485 2.8002 -0.06 -0.21 -0.03 0.619
H -2.9420 0.2591 1.5744 0.19 -0.07 -0.14 0.375
C 2.2860 -2.8869 1.3646 0.13 -0.15 0.25 -0.875
N 1.2874 -3.7170 0.7227 -0.48 0.74 0.27 0.352
C 1.7555 -4.9943 0.1910 0.09 -0.44 -0.25 -0.623
C 0.6289 -6.0072 0.1985 -0.08 0.19 -0.02 -0.747
C -0.5514 -5.4147 -0.5429 0.20 -0.49 -0.33 -0.592
N -0.8784 -4.0922 -0.0233 0.25 0.98 0.58 0.212
C -2.2439 -3.6461 -0.2199 -0.38 -0.18 0.07 -1.091
C 0.0003 -3.3094 0.6438 0.67 -1.54 -1.31 0.029
O -0.3953 -2.2208 1.1706 -0.65 2.42 1.02 -0.945
H 2.6062 -3.3317 2.3114 0.01 0.03 -0.02 0.358
H 1.8778 -1.8968 1.5577 0.13 0.00 -0.03 0.047
H 3.1703 -2.8054 0.7296 -0.06 0.07 -0.03 0.360
H 2.5888 -5.3455 0.8009 -0.05 0.13 0.07 0.430
H 2.1427 -4.8455 -0.8239 -0.04 -0.01 0.05 0.291
H 0.3432 -6.2395 1.2262 0.04 -0.05 0.00 0.304
H 0.9458 -6.9304 -0.2829 0.00 0.00 0.02 0.383
H -1.4301 -6.0561 -0.4516 0.00 0.13 0.10 0.401
H -0.3328 -5.3359 -1.6152 -0.02 0.03 0.09 0.312
H -2.9308 -4.2279 0.4005 0.03 0.03 0.00 0.376
H -2.5386 -3.8040 -1.2586 0.07 0.08 0.00 0.398
H -2.3333 -2.5979 0.0467 -0.06 0.00 -0.12 0.232
C 3.7178 -1.1381 -3.3052 0.10 0.01 -0.17 -1.446
C 2.7335 -0.7305 -2.2738 -0.13 0.02 0.21 0.698
C 1.3934 -1.1428 -2.3143 0.11 0.12 0.11 -1.025
C 0.5213 -0.7777 -1.3151 -0.35 -0.28 -0.11 -0.453
N 0.8951 -0.0103 -0.2737 0.07 0.83 0.98 0.761
C 2.1767 0.4324 -0.2429 0.19 0.25 -0.13 -0.202
C 3.1004 0.0963 -1.2004 -0.04 -0.02 0.01 -1.229
H 3.3168 -1.8884 -3.9816 0.01 -0.02 0.00 0.451
H 4.6326 -1.5131 -2.8435 -0.02 -0.03 0.03 0.394
H 4.0199 -0.2717 -3.9004 -0.03 0.03 0.00 0.353
H 1.0387 -1.7545 -3.1323 -0.06 -0.02 0.00 0.676
H -0.5141 -1.0920 -1.3360 0.02 -0.05 0.02 0.445
H 2.4475 1.0863 0.5785 0.02 -0.01 -0.01 0.470
H 4.1094 0.4782 -1.1203 0.05 -0.02 0.04 0.641
Te -0.4392 3.0337 -0.6562 -0.07 0.73 -1.48 0.343
C 0.6000 4.4040 -1.9140 -0.03 -0.01 0.33 0.702
C -0.0877 5.5840 -2.1900 -0.15 -0.12 0.18 -0.616
C 0.5692 6.5826 -2.8932 0.05 0.06 0.03 -0.700
C 1.8748 6.3925 -3.3267 -0.09 -0.16 -0.05 -0.534
C 2.5321 5.1942 -3.0672 -0.03 0.03 -0.06 -0.614
C 1.9093 4.1995 -2.3284 0.04 -0.25 0.07 -0.118
C -1.5904 2.1508 -2.1777 0.20 0.04 0.38 0.753
C -0.9080 1.6878 -3.3072 0.20 -0.01 0.10 -0.434
C -1.6141 1.0326 -4.2982 -0.09 -0.01 -0.12 -0.696
C -2.9963 0.8891 -4.1955 0.07 0.08 0.08 -0.556
C -3.6708 1.3658 -3.0733 -0.06 0.08 -0.10 -0.696
C -2.9717 1.9883 -2.0543 -0.04 -0.03 0.25 -0.498
H -1.0989 5.7464 -1.8374 -0.05 0.03 -0.10 0.396
H 0.0580 7.5144 -3.0908 -0.03 0.01 -0.03 0.429
H 2.3763 7.1712 -3.8843 0.01 0.02 0.00 0.441
H 3.5299 5.0338 -3.4507 0.06 0.01 0.08 0.426
H 2.4315 3.2778 -2.1039 0.05 0.01 0.00 0.397
H 0.1638 1.8218 -3.3944 -0.01 0.09 -0.10 0.408
H -1.0996 0.6556 -5.1717 0.03 0.05 -0.03 0.492
H -3.5526 0.4302 -5.0021 0.01 -0.04 0.02 0.488
H -4.7476 1.2833 -3.0179 -0.02 -0.02 0.03 0.476
H -3.5040 2.3867 -1.1989 -0.04 -0.01 0.00 0.513

Entry 4:
12
Properties=species:S:1:pos:R:3:forces:R:3:mulliken_charge:R:1 method="wB97M-V/def2-TZVPD" e_tot_ev=-19505.373
C -0.8952 1.1111 -1.3374 0.15 -1.02 2.03 -0.014
C 1.5934 -0.4911 0.3974 1.47 0.42 -0.36 0.094
H -2.4566 0.4515 1.1840 0.72 -0.33 -1.21 0.373
H -0.6462 1.9778 -1.9112 -0.50 0.56 -0.34 0.375
H -0.2448 -1.2566 0.2636 -0.14 -0.36 -0.33 0.325
H 2.2344 0.0907 -0.2969 -0.26 -0.03 0.67 0.360
H 1.3433 -1.3127 2.1058 0.28 0.71 -0.28 0.222
N -1.7247 1.2291 -0.3600 0.63 1.26 -1.47 -0.386
N 0.5547 -1.0734 -0.3351 -0.23 0.33 1.06 -0.379
N 1.9440 -0.6213 1.6082 -0.82 -0.89 -0.11 -0.588
O -1.8941 0.1331 0.4298 -0.52 -0.50 1.18 -0.340
S 0.1917 -0.2382 -1.7482 -0.79 -0.16 -0.83 -0.042

Entry 5:
38
Properties=species:S:1:pos:R:3:forces:R:3:mulliken_charge:R:1 method="wB97M-V/def2-TZVPD" total_charge=-1 e_tot_ev=-56876.767
N -5.3296 0.3600 3.6746 2.34 -0.28 -0.23 -0.535
C -4.1820 0.2216 3.4919 -2.24 0.26 0.12 -0.008
C -2.7904 0.0494 3.1782 0.74 -0.14 -0.22 0.597
C -2.2642 -1.2332 2.9497 -0.18 0.13 0.12 -0.704
C -0.9248 -1.4057 2.6357 0.51 0.66 -0.01 -0.308
C -0.0456 -0.2963 2.5522 -1.37 0.59 -0.41 1.040
C 1.3710 -0.5008 2.3188 1.42 0.08 0.01 -0.082
C 2.3390 0.4520 2.4999 -1.64 0.43 -0.08 -0.978
N 3.6003 0.0344 2.9478 2.43 -1.90 0.49 1.029
O 4.5506 0.8348 3.1620 -2.16 -0.96 -0.59 -0.651
O 3.7082 -1.2029 3.1699 0.30 2.14 -0.15 -0.575
C -0.5913 0.9960 2.7622 -0.08 -0.60 -0.02 -0.458
C -1.9411 1.1606 3.0635 0.23 0.10 0.05 -0.762
H -2.9260 -2.0895 3.0370 0.12 0.07 -0.05 0.418
H -0.5186 -2.4014 2.4757 -0.11 0.13 0.01 0.393
H 1.6971 -1.5268 2.1418 0.03 0.34 0.69 0.392
H 2.1772 1.5266 2.3506 0.33 -0.57 0.46 0.387
H 0.0692 1.8616 2.6963 -0.33 -0.22 0.04 0.225
H -2.3416 2.1601 3.2318 0.09 -0.26 -0.06 0.406
O 2.7507 -5.2380 -6.5163 -0.09 -0.39 2.09 -0.606
N 2.7220 -5.5563 -5.3061 0.05 -2.00 -1.86 0.923
O 2.7668 -6.7519 -4.9238 -0.12 2.17 -0.70 -0.603
C 2.6558 -4.5285 -4.3156 0.20 1.14 1.12 0.028
C 2.6898 -4.9073 -2.9630 -0.07 0.25 -0.31 -0.516
C 2.7821 -3.9250 -1.9850 -0.12 -0.17 -0.19 -0.314
C 2.8340 -2.5654 -2.3245 0.01 -0.29 -0.18 -0.025
S 2.9944 -1.3624 -0.9669 -1.43 -0.40 0.72 1.282
C 1.4401 -1.0219 -0.3484 1.74 -1.83 0.23 -0.564
Cl 0.6554 0.3620 -0.7848 -1.37 2.11 -0.96 -0.222
O 3.6604 -2.1160 0.0747 0.33 -0.22 -0.35 -0.676
O 3.6152 -0.2088 -1.5672 -0.07 0.15 -0.01 -0.726
C 2.7329 -2.1918 -3.6781 -0.03 -0.23 0.14 -0.353
C 2.6543 -3.1637 -4.6763 -0.06 -0.52 0.17 -0.518
H 2.6465 -5.9636 -2.7023 0.11 0.33 -0.09 0.420
H 2.8212 -4.2335 -0.9430 0.09 0.24 -0.16 0.416
H 0.8547 -1.8373 0.0623 0.22 -0.02 -0.31 0.403
H 2.7272 -1.1388 -3.9537 0.09 -0.21 0.15 0.402
H 2.5900 -2.8933 -5.7306 0.10 -0.08 0.35 0.423